Formula: C23H46N2O6ReSi4
Source: the Open Molecules 2025 dataset
Level of theory: ωB97M-V/def2-TZVPD

ORCA input file:
```
! RIJCOSX wB97M-V def2-TZVPD def2/J DEFGRID3
* xyz 0 2
Re 0.545 0.338 0.022
O 2.243 2.649 -0.899
C 3.592 2.660 -0.462
C 4.054 1.235 -0.167
N 3.177 0.555 0.772
C 3.576 -0.821 0.990
C 2.372 -1.644 1.528
O 2.566 -2.668 2.149
O 1.231 -1.145 1.270
C 3.001 1.297 2.011
C 1.839 2.321 1.886
O 1.982 3.459 2.295
O 0.767 1.883 1.338
H 1.734 3.275 -0.373
H 3.716 3.297 0.417
H 4.216 3.069 -1.268
H 5.090 1.272 0.208
H 4.039 0.674 -1.106
H 4.414 -0.922 1.691
H 3.863 -1.272 0.037
H 3.910 1.837 2.311
H 2.717 0.613 2.813
C -0.774 -3.214 -0.051
Si -2.003 -1.757 -0.007
C -2.426 -1.266 -1.816
C -3.628 -2.456 0.725
C -1.408 -0.181 0.965
Si -1.275 -0.505 2.877
C -0.665 -2.220 3.450
C -0.314 0.777 3.932
C -3.067 -0.378 3.566
Si -2.440 1.382 0.624
C -4.328 1.149 0.463
C -2.152 2.953 1.675
C -1.778 1.880 -1.098
C -2.542 2.523 -2.057
C -1.998 2.855 -3.284
C -0.673 2.516 -3.510
C 0.038 1.877 -2.514
N -0.492 1.564 -1.328
H -1.194 -4.071 -0.572
H -0.481 -3.538 0.940
H 0.123 -2.909 -0.574
H -2.766 -2.133 -2.375
H -1.542 -0.881 -2.313
H -3.203 -0.511 -1.881
H -4.050 -3.182 0.040
H -4.376 -1.693 0.892
H -3.451 -2.964 1.665
H 0.266 -2.510 2.980
H -1.395 -3.000 3.268
H -0.484 -2.191 4.521
H 0.703 0.452 4.118
H -0.796 0.886 4.899
H -0.267 1.759 3.483
H -3.766 -1.014 3.038
H -3.455 0.634 3.545
H -3.063 -0.699 4.603
H -4.745 0.758 1.383
H -4.586 0.463 -0.335
H -4.820 2.096 0.266
H -2.492 2.829 2.697
H -2.676 3.809 1.256
H -1.097 3.204 1.712
H -3.568 2.751 -1.821
H -2.576 3.369 -4.037
H -0.185 2.733 -4.446
H 1.076 1.624 -2.661
C 2.862 -2.825 -2.044
Si 1.575 -1.579 -2.734
C 2.535 -0.297 -3.806
C 0.385 -2.499 -3.917
O 0.768 -0.883 -1.552
H 2.972 -3.674 -2.710
H 2.562 -3.205 -1.071
H 3.845 -2.371 -1.940
H 3.287 -0.798 -4.409
H 3.044 0.449 -3.201
H 1.869 0.225 -4.489
H 0.935 -2.869 -4.778
H -0.407 -1.854 -4.286
H -0.083 -3.349 -3.431
*
```

## Properties
energy: -2701.41693 Eh
HOMO (spin up / spin down): -8.1 / -7.8 eV
lowest unoccupied orbital energy (spin up / spin down): -1.3 / -0.9 eV
gap between HOMO and LUMO (spin up / spin down): 6.804 / 6.929 eV
energy above the lowest of the compared OMol25 structures with the same formula, charge and spin: 33.5 kcal/mol